# 1
{
  "formula": "C2H2N4OS",
  "method": "ωB97M-V/def2-TZVPD",
  "elements": ["C", "C", "H", "H", "N", "N", "N", "N", "O", "S"],
  "xyz": [[-0.975, 0.428, -1.410], [0.990, -0.452, 1.379], [-0.649, 0.241, -2.430], [-0.911, 0.578, 1.279], [-0.062, 0.007, -0.510], [1.101, -0.593, -0.835], [1.742, -0.879, 0.208], [-0.174, 0.058, 0.846], [1.320, -0.542, 2.521], [-2.382, 1.155, -1.047]],
  "total_charge": 0,
  "multiplicity": 1,
  "lumo_ev": -1.45,
  "homo_lumo_gap_ev": 8.3763,
  "e_above_lowest_kj_mol": 68.9,
  "homo_energy_ev": -9.8
}

# 2
{
  "formula": "C9H11BO2",
  "method": "ωB97M-V/def2-TZVPD",
  "elements": ["B", "C", "C", "C", "C", "C", "C", "C", "C", "C", "O", "O", "H", "H", "H", "H", "H", "H", "H", "H", "H", "H", "H"],
  "xyz": [[-0.812, 1.898, -0.880], [2.915, -1.259, 0.750], [2.507, -0.101, 1.381], [2.037, -1.953, -0.108], [1.206, 0.419, 1.173], [0.824, -1.412, -0.384], [0.436, -0.216, 0.195], [-2.158, -0.155, 0.506], [-2.054, -0.678, -0.821], [-0.927, 0.273, -0.264], [0.280, 2.599, -0.486], [-1.792, 2.390, -1.628], [3.760, -1.818, 1.225], [3.300, 0.281, 1.923], [2.600, -2.704, -0.715], [0.854, 1.382, 1.534], [0.148, -1.910, -1.006], [-2.962, 0.535, 0.679], [-1.909, -0.850, 1.264], [-1.594, -1.675, -1.040], [-2.674, -0.155, -1.599], [0.473, 3.433, -0.928], [-1.657, 3.407, -1.757]],
  "total_charge": 0,
  "multiplicity": 1,
  "lumo_ev": 0.12,
  "homo_lumo_gap_ev": 8.6134,
  "e_above_lowest_kj_mol": 122.6,
  "homo_energy_ev": -8.5
}

# 3
{
  "formula": "C5H8O",
  "method": "ωB97M-V/def2-TZVPD",
  "elements": ["C", "C", "C", "C", "O", "C", "H", "H", "H", "H", "H", "H", "H", "H"],
  "xyz": [[-0.848, -0.885, 0.238], [-0.889, 0.368, 1.071], [0.119, -0.732, -0.947], [1.262, 0.217, -0.607], [0.802, 1.496, -0.184], [-0.137, 1.435, 0.798], [-1.855, -1.097, -0.142], [-0.574, -1.748, 0.859], [-1.582, 0.424, 1.905], [-0.413, -0.343, -1.823], [0.541, -1.703, -1.230], [1.896, 0.405, -1.478], [1.881, -0.208, 0.196], [-0.203, 2.371, 1.345]],
  "total_charge": 0,
  "multiplicity": 1,
  "lumo_ev": 1.07,
  "homo_lumo_gap_ev": 9.6563,
  "e_above_lowest_kj_mol": 80.5,
  "homo_energy_ev": -8.6
}

# 4
{
  "formula": "C7H17N4",
  "method": "ωB97M-V/def2-TZVPD",
  "elements": ["C", "C", "C", "C", "C", "C", "C", "N", "N", "N", "N", "H", "H", "H", "H", "H", "H", "H", "H", "H", "H", "H", "H", "H", "H", "H", "H", "H"],
  "xyz": [[1.808, 1.601, 0.868], [0.530, 1.578, 1.174], [1.806, -0.645, -0.287], [2.744, 2.784, 1.333], [-2.983, -1.223, -1.168], [-1.136, 2.104, -0.389], [-1.817, -1.933, -0.638], [2.495, 0.608, 0.280], [0.751, -1.062, 0.504], [-1.870, -3.123, -1.061], [-0.690, 1.879, 0.971], [1.378, -0.308, -1.257], [2.604, -1.464, -0.647], [3.216, 2.401, 2.195], [2.171, 3.742, 1.383], [3.501, 2.937, 0.581], [-2.837, -0.282, -1.736], [-3.471, -0.832, -0.261], [-3.733, -1.841, -1.747], [-1.616, 3.058, -0.389], [-0.188, 2.262, -0.973], [-1.592, 1.232, -0.806], [-0.056, -1.364, -0.015], [3.464, 0.459, 0.476], [1.110, -1.817, 1.150], [-2.588, -3.596, -1.521], [-0.972, -3.748, -0.921], [-1.459, 1.804, 1.704]],
  "total_charge": 1,
  "multiplicity": 1,
  "lumo_ev": -2.88,
  "homo_lumo_gap_ev": 8.8866,
  "e_above_lowest_kj_mol": 447.7,
  "homo_energy_ev": -11.8
}

# 5
{
  "formula": "C43H58ClN12O4PbS2",
  "method": "ωB97M-V/def2-TZVPD",
  "elements": ["Pb", "C", "N", "C", "C", "N", "C", "C", "C", "C", "C", "C", "C", "S", "C", "C", "C", "C", "C", "C", "S", "H", "H", "H", "H", "H", "H", "H", "H", "H", "H", "H", "H", "H", "H", "H", "H", "H", "H", "C", "C", "C", "C", "C", "O", "C", "C", "C", "C", "C", "C", "Cl", "C", "C", "C", "N", "C", "N", "C", "N", "H", "H", "H", "H", "H", "H", "H", "H", "H", "H", "H", "H", "H", "H", "H", "H", "H", "H", "H", "H", "H", "H", "O", "C", "N", "C", "O", "C", "C", "C", "C", "N", "C", "H", "H", "H", "H", "H", "H", "H", "H", "C", "C", "C", "O", "H", "H", "H", "H", "H", "H", "H", "N", "N", "N", "C", "N", "N", "H", "H", "H"],
  "xyz": [[0.296, -1.114, -1.566], [1.262, -4.440, -0.237], [2.060, -3.223, -0.269], [3.239, -3.385, -1.134], [2.967, -3.490, -2.631], [2.667, -2.216, -3.293], [3.828, -1.339, -3.292], [2.044, -2.371, -4.571], [2.732, -2.049, -5.741], [2.121, -2.095, -6.987], [0.796, -2.487, -7.078], [0.110, -2.846, -5.928], [0.703, -2.807, -4.663], [-0.257, -3.282, -3.272], [2.444, -2.733, 1.025], [2.396, -3.552, 2.151], [2.736, -3.080, 3.413], [3.150, -1.766, 3.556], [3.207, -0.941, 2.443], [2.853, -1.388, 1.164], [2.838, -0.254, -0.167], [1.849, -5.321, 0.067], [0.845, -4.622, -1.225], [0.431, -4.313, 0.459], [3.771, -4.305, -0.836], [3.908, -2.549, -0.936], [2.143, -4.173, -2.824], [3.874, -3.924, -3.086], [4.723, -1.827, -3.711], [4.040, -1.022, -2.273], [3.615, -0.445, -3.878], [3.769, -1.744, -5.685], [2.681, -1.821, -7.873], [0.294, -2.514, -8.038], [-0.927, -3.152, -5.984], [2.076, -4.581, 2.056], [2.673, -3.740, 4.270], [3.423, -1.381, 4.533], [3.505, 0.096, 2.540], [1.452, 4.137, 5.130], [1.395, 2.602, 5.135], [0.921, 2.148, 6.523], [2.832, 2.099, 4.928], [0.460, 2.060, 3.980], [1.116, 2.248, 2.735], [-0.885, 2.806, 3.980], [-1.960, 2.386, 2.966], [-2.943, 1.334, 3.449], [-3.456, 1.360, 4.746], [-4.397, 0.436, 5.175], [-4.842, -0.523, 4.286], [-6.026, -1.693, 4.809], [-4.367, -0.564, 2.989], [-3.419, 0.362, 2.574], [0.292, 0.547, 4.186], [-0.193, -0.253, 3.067], [0.060, -0.185, 1.753], [-0.347, -1.287, 1.156], [-0.863, -2.016, 2.179], [-0.788, -1.438, 3.354], [2.245, 4.464, 5.805], [0.522, 4.588, 5.476], [1.687, 4.537, 4.139], [1.530, 2.636, 7.288], [1.028, 1.071, 6.658], [-0.121, 2.415, 6.712], [3.480, 2.543, 5.687], [3.210, 2.376, 3.945], [2.915, 1.016, 5.023], [1.123, 3.191, 2.520], [-0.649, 3.857, 3.812], [-1.303, 2.744, 4.983], [-1.506, 2.054, 2.031], [-2.549, 3.276, 2.711], [-3.138, 2.120, 5.448], [-4.785, 0.464, 6.184], [-4.733, -1.316, 2.305], [-3.053, 0.318, 1.551], [-0.410, 0.380, 5.001], [1.249, 0.108, 4.468], [0.588, 0.624, 1.286], [-1.287, -3.000, 2.057], [-3.128, 1.907, -1.240], [-2.738, 2.696, -2.299], [-3.495, 2.465, -3.539], [-3.095, 2.095, -4.784], [-3.849, 2.151, -5.746], [-1.684, 1.616, -4.947], [-0.909, 2.032, -6.017], [0.408, 1.605, -6.088], [0.900, 0.797, -5.074], [0.148, 0.359, -4.067], [-1.127, 0.739, -4.029], [-2.726, 0.944, -1.296], [-1.675, 2.606, -2.546], [-2.925, 3.738, -2.019], [-4.485, 2.657, -3.479], [-1.340, 2.676, -6.774], [1.051, 1.903, -6.906], [1.940, 0.486, -5.073], [-1.706, 0.354, -3.192], [-2.973, -2.618, -0.824], [-3.269, -1.287, -1.517], [-3.702, -1.543, -2.963], [-2.178, -0.411, -1.427], [-3.858, -3.261, -0.802], [-2.636, -2.445, 0.199], [-2.185, -3.147, -1.365], [-4.137, -0.828, -1.004], [-2.876, -1.992, -3.522], [-4.000, -0.612, -3.452], [-4.554, -2.229, -2.994], [0.128, 4.609, 0.637], [0.507, 3.683, -0.331], [1.530, 3.860, -1.131], [1.530, 2.698, -1.779], [0.549, 1.887, -1.364], [-0.100, 2.539, -0.435], [0.298, 5.530, 0.250], [-0.867, 4.466, 0.784], [2.254, 2.434, -2.531]],
  "total_charge": -1,
  "multiplicity": 1,
  "lumo_ev": 1.93,
  "homo_lumo_gap_ev": 5.9516,
  "homo_energy_ev": -4.0
}

# 6
{
  "formula": "ClNi",
  "method": "ωB97M-V/def2-TZVPD",
  "elements": ["Ni", "Cl"],
  "xyz": [[13.219, 18.014, 25.113], [14.207, 19.747, 23.776]],
  "total_charge": 0,
  "multiplicity": 4,
  "lumo_ev": [0.18, -2.70],
  "homo_lumo_gap_ev": [8.7880, 7.7866],
  "e_above_lowest_kj_mol": 13.6,
  "homo_energy_ev": [-8.6, -10.5]
}

# 7
{
  "formula": "C5H10O",
  "method": "ωB97M-V/def2-TZVPD",
  "elements": ["C", "O", "C", "C", "C", "C", "H", "H", "H", "H", "H", "H", "H", "H", "H", "H"],
  "xyz": [[2.705, -0.057, 0.233], [1.517, 0.413, 0.532], [0.663, 1.017, -0.229], [-0.737, 1.117, 0.263], [-1.599, -0.016, -0.317], [-1.023, -1.388, 0.044], [3.093, 0.122, -0.764], [0.020, -1.507, -0.258], [3.282, -0.403, 1.076], [0.919, 1.117, -1.285], [-0.729, 1.042, 1.358], [-1.161, 2.094, 0.001], [-1.661, 0.097, -1.408], [-2.630, 0.067, 0.057], [-1.053, -1.534, 1.129], [-1.607, -2.183, -0.431]],
  "total_charge": 0,
  "multiplicity": 1,
  "lumo_ev": [0.98, 0.88],
  "homo_lumo_gap_ev": [8.2894, 7.9245],
  "e_above_lowest_kj_mol": 347.1,
  "homo_energy_ev": [-7.3, -7.0]
}

# 8
{
  "formula": "C5H7NO2",
  "method": "ωB97M-V/def2-TZVPD",
  "elements": ["C", "C", "C", "C", "C", "H", "H", "H", "H", "H", "H", "H", "N", "O", "O"],
  "xyz": [[-1.206, -0.254, 0.350], [-0.978, 1.338, 0.166], [1.249, 0.209, 0.162], [1.839, -1.211, -0.054], [0.241, -0.718, -0.272], [-3.013, -0.454, -0.437], [-1.383, -0.420, 1.378], [-1.898, 2.137, 0.333], [1.597, 0.377, 1.350], [2.196, -1.753, 0.800], [2.007, -1.440, -1.202], [0.176, -0.563, -1.259], [-0.037, 2.102, -0.205], [-2.086, -0.774, -0.543], [1.298, 1.426, -0.568]],
  "total_charge": 0,
  "multiplicity": 1,
  "lumo_ev": 0.57,
  "homo_lumo_gap_ev": 10.0402,
  "e_above_lowest_kj_mol": 672.6,
  "homo_energy_ev": -9.5
}